Here is a single CN2O4S molecule from OMol25. Energies are from wB97M-V/def2-TZVPD.

## Properties
**Calculated total energy**: -846.560241 hartree
**Relative energy (zero: lowest compared OMol25 entry of this formula, charge and spin)**: 55.0 kcal/mol
**SMILES**: N#CS(=O)(=O)[N+](=O)[O-]
**HOMO-LUMO gap**: 0.406 Eh
**HOMO**: -12.30 eV

ORCA input file:
```
! wB97M-V def2-TZVPD RIJCOSX def2/J DEFGRID3
* xyz 0 1
C -1.5383 0.2324 0.0885
N -2.5848 0.6594 0.2076
N 1.0819 0.7592 -0.0368
O 0.2615 1.6189 -0.1477
O 2.2603 0.7742 0.0438
O 0.1574 -1.4998 -1.3050
O 0.2822 -1.6478 1.1689
S 0.0798 -0.8967 -0.0194
*
```